No. 1
This record from the Open Molecules 2025 dataset describes a molecular structure, C3H4Li2O2Tl. The level of theory is ωB97M-V/def2-TZVPD.

Each line ends with the natural charge from an NBO analysis.
Atoms and positions in Å:
1 O 0.52674 -0.53483 0.16925  -0.64
2 C -0.27271 0.25942 -0.56739  0.29
3 C 1.84953 0.09325 0.58153  -0.13
4 O -1.31296 -0.32813 -0.95221  -0.88
5 C 2.79238 -0.41426 -0.47325  -1.36
6 Tl -3.17615 1.26879 -0.71323  0.83
7 H 2.13546 -0.27400 1.57814  0.19
8 H 1.60788 1.05452 1.04789  0.19
9 H 3.21039 -1.09355 0.28814  0.22
10 H 3.41485 -0.75316 -1.32484  0.29
11 Li 2.81371 1.38171 -1.67253  0.48
12 Li 2.12533 -2.54130 -0.83038  0.51

Forces on atoms 1 to 2 (eV/Å):
O -0.4 0.3 1.1
C 0.3 1.0 0.4

## Properties
charge = 0
spin multiplicity = 2
frontier orbital gap (spin up / spin down) = 2.29 / 5.98 eV
calculated total energy = -454.47117 a.u.

=====

No. 2
This record from the Open Molecules 2025 dataset describes 11 unconnected molecules or ions with the total composition C61H138N12O13. The level of theory is ωB97M-V/def2-TZVPD.

Each line ends with the Löwdin charge.
Atoms and positions in Å:
1 C -13.36960 18.68483 17.37123  -0.03
2 C -12.16404 18.18455 16.55509  -0.49
3 C -10.99529 19.21503 16.54502  -0.01
4 C -11.72987 16.90814 17.25877  -0.17
5 C -10.71650 16.10358 16.51261  -0.18
6 C -11.32605 15.68616 15.15201  -0.12
7 C -11.79825 16.96814 14.37822  -0.50
8 C -10.56287 17.57897 13.70865  -0.04
9 C -12.63169 16.35712 13.23665  -0.05
10 N -12.64834 17.81806 15.21584  -0.08
11 O -13.02461 18.97548 14.48354  -0.01
12 H -13.17104 18.59742 18.44291  0.07
13 H -13.75660 19.66509 17.09706  0.08
14 H -14.21842 18.00399 17.25360  0.08
15 H -10.10357 18.78882 17.01026  0.08
16 H -10.67159 19.63874 15.59403  0.07
17 H -11.22130 20.05833 17.20299  0.08
18 H -11.25204 17.08383 18.23080  0.12
19 H -12.62438 16.34212 17.53206  0.11
20 H -9.70052 16.49659 16.44122  0.11
21 H -10.57303 15.16997 17.06881  0.10
22 H -12.19532 15.07267 15.39800  0.09
23 H -10.61135 15.01519 14.67504  0.12
24 H -10.80532 18.37728 13.00468  0.09
25 H -10.08828 16.81466 13.09040  0.08
26 H -9.79517 17.85589 14.43426  0.07
27 H -12.16216 15.60075 12.60928  0.08
28 H -13.15132 17.10656 12.63560  0.08
29 H -13.45557 15.78925 13.69050  0.07
30 H -12.21446 19.51409 14.49855  0.08
31 C -17.05477 15.79880 22.84416  -0.04
32 C -15.67768 15.19440 23.07009  -0.48
33 C -15.20441 15.64235 24.47398  -0.02
34 C -15.93258 13.65819 23.04579  -0.12
35 C -14.68403 12.82156 22.82239  -0.20
36 C -13.86849 13.30037 21.66394  -0.14
37 C -13.54252 14.80856 21.76478  -0.49
38 C -12.44408 14.97899 22.81552  0.00
39 C -12.96415 15.12580 20.38997  -0.03
40 N -14.79184 15.50904 21.94313  -0.07
41 O -14.67005 16.90604 21.72473  -0.02
42 H -17.41042 15.68192 21.81796  0.07
43 H -17.83449 15.43912 23.50201  0.05
44 H -16.92194 16.87506 23.00856  0.09
45 H -14.46828 15.02053 24.97738  0.06
46 H -14.76530 16.63902 24.39016  0.08
47 H -16.13806 15.69446 25.03590  0.07
48 H -16.33545 13.38758 24.02539  0.11
49 H -16.62207 13.41835 22.23186  0.11
50 H -14.09317 12.66348 23.73412  0.09
51 H -15.01081 11.77511 22.72628  0.08
52 H -14.47258 13.13301 20.76112  0.11
53 H -12.98308 12.68593 21.49571  0.11
54 H -12.05866 16.00246 22.84580  0.07
55 H -11.58490 14.31894 22.67887  0.08
56 H -12.76197 14.77105 23.83921  0.07
57 H -12.18510 14.46769 20.00198  0.09
58 H -12.57460 16.14946 20.39005  0.07
59 H -13.68357 15.11834 19.56399  0.07
60 H -15.22282 16.98230 20.93399  0.06
61 C -17.83711 8.56807 18.24033  -0.03
62 C -16.55602 8.11409 18.96916  -0.47
63 C -16.28357 6.64298 18.61088  -0.03
64 C -15.43432 9.02664 18.44205  -0.14
65 C -14.21053 9.23250 19.30331  -0.18
66 C -14.60820 9.55278 20.69690  -0.16
67 C -15.63599 8.58123 21.30088  -0.51
68 C -14.79901 7.34878 21.75444  -0.02
69 C -16.17729 9.26513 22.56562  -0.05
70 N -16.75546 8.29620 20.42636  -0.10
71 O -17.59571 7.32403 21.00063  0.00
72 H -18.74703 8.51502 18.83287  0.08
73 H -17.69691 9.42612 17.57817  0.07
74 H -18.04087 7.90761 17.38007  0.08
75 H -17.18576 6.03302 18.59359  0.08
76 H -15.79227 6.54117 17.64254  0.09
77 H -15.61934 6.18048 19.34333  0.07
78 H -15.11419 8.62193 17.47424  0.12
79 H -15.73557 10.01313 18.06958  0.09
80 H -13.69093 8.26139 19.29413  0.12
81 H -13.43917 9.92482 18.96004  0.11
82 H -15.11635 10.53173 20.73574  0.11
83 H -13.75220 9.67799 21.36193  0.12
84 H -15.50958 6.61592 22.15001  0.08
85 H -14.04259 7.56819 22.50385  0.09
86 H -14.31963 6.84002 20.91704  0.07
87 H -15.41604 9.64018 23.25569  0.08
88 H -16.77494 8.59251 23.18432  0.08
89 H -16.76525 10.14153 22.27660  0.07
90 H -18.48318 7.66465 20.83904  0.10
91 C -9.60376 22.31545 23.32918  -0.05
92 C -10.50344 21.66332 22.26975  -0.51
93 C -10.77202 22.75975 21.20635  -0.03
94 C -9.72242 20.46032 21.72467  -0.14
95 C -10.61339 19.42287 21.07573  -0.17
96 C -11.70033 18.94079 22.04513  -0.15
97 C -12.56389 20.09456 22.50052  -0.49
98 C -13.48079 20.47718 21.31081  -0.02
99 C -13.48874 19.56067 23.61313  -0.02
100 N -11.71663 21.20395 22.93641  -0.10
101 O -12.48836 22.24650 23.48345  0.00
102 H -8.57463 22.47805 23.00202  0.09
103 H -9.89424 23.29412 23.71585  0.08
104 H -9.61869 21.59168 24.14980  0.09
105 H -11.36558 23.53865 21.69135  0.08
106 H -9.87510 23.14981 20.73095  0.08
107 H -11.48686 22.47299 20.42727  0.06
108 H -9.05518 20.83469 20.94279  0.12
109 H -9.10588 20.06116 22.53384  0.12
110 H -11.04416 19.95242 20.21794  0.10
111 H -10.06440 18.59589 20.62074  0.11
112 H -11.27153 18.28597 22.80975  0.12
113 H -12.24341 18.21822 21.42617  0.09
114 H -12.96508 21.06756 20.55279  0.06
115 H -14.31609 21.11258 21.61866  0.08
116 H -13.93209 19.62447 20.79927  0.07
117 H -14.23207 20.29031 23.92061  0.06
118 H -12.86341 19.28261 24.46742  0.09
119 H -13.89498 18.63062 23.21734  0.06
120 H -12.23837 22.26542 24.41420  0.11
121 C -7.39651 8.61891 25.05022  -0.02
122 C -8.76992 9.11952 25.56326  -0.49
123 C -9.52491 8.09729 26.39787  -0.04
124 C -8.64069 10.39162 26.42921  -0.14
125 C -8.17634 11.58119 25.57955  -0.17
126 C -9.28853 11.84198 24.57097  -0.13
127 C -9.53703 10.66730 23.60425  -0.52
128 C -10.83105 10.89734 22.85883  -0.05
129 C -8.40956 10.63712 22.57677  -0.04
130 N -9.67902 9.43928 24.41983  -0.11
131 O -10.02485 8.29827 23.67470  -0.02
132 H -6.95441 9.28607 24.31508  0.06
133 H -6.77978 8.65061 25.95362  0.09
134 H -7.35290 7.60714 24.64788  0.08
135 H -8.95250 7.87176 27.30293  0.09
136 H -10.48484 8.50666 26.70731  0.09
137 H -9.69778 7.14658 25.89521  0.08
138 H -9.63208 10.62865 26.82459  0.12
139 H -7.97256 10.38929 27.29500  0.12
140 H -8.15184 12.50121 26.16331  0.12
141 H -7.23462 11.23581 25.15265  0.10
142 H -8.87865 12.63804 23.93945  0.12
143 H -10.19900 12.08189 25.11901  0.12
144 H -11.07003 10.08409 22.16664  0.08
145 H -10.76535 11.76288 22.19586  0.07
146 H -11.67491 10.98014 23.54656  0.09
147 H -8.49257 11.33010 21.73819  0.09
148 H -8.26187 9.64094 22.13968  0.08
149 H -7.40944 10.85049 22.96954  0.07
150 H -9.22609 8.11391 23.14639  0.09
151 C -19.63923 17.29326 28.91007  -0.04
152 C -18.31393 18.06959 28.89817  -0.48
153 C -18.27596 19.11768 30.06342  -0.01
154 C -17.23103 17.03015 29.21658  -0.14
155 C -15.86076 17.38560 28.65235  -0.21
156 C -15.85267 17.94863 27.24907  -0.13
157 C -16.86049 19.12054 27.09125  -0.49
158 C -16.30748 20.34582 27.87803  -0.01
159 C -16.90301 19.49666 25.61936  -0.03
160 N -18.17417 18.63652 27.54203  -0.11
161 O -19.22165 19.54416 27.29176  -0.03
162 H -19.66603 16.63170 29.77629  0.08
163 H -20.50024 17.95820 28.84703  0.09
164 H -19.71791 16.64671 28.03192  0.07
165 H -18.64712 20.04587 29.63738  0.07
166 H -18.83893 18.72831 30.91249  0.08
167 H -17.26918 19.19603 30.47531  0.07
168 H -16.98216 16.97719 30.28387  0.12
169 H -17.46370 15.97275 29.05532  0.11
170 H -15.22789 18.02624 29.28254  0.11
171 H -15.18006 16.52653 28.73652  0.08
172 H -16.16762 17.14493 26.57716  0.08
173 H -14.82602 18.20529 26.98406  0.13
174 H -15.83101 20.02214 28.80440  0.06
175 H -17.16109 20.92312 28.24425  0.08
176 H -15.66082 21.01150 27.31303  0.08
177 H -17.68098 20.25457 25.49638  0.09
178 H -17.06575 18.63980 24.96161  0.07
179 H -15.99222 19.98998 25.28076  0.06
180 H -19.70173 19.08082 26.57450  0.05
181 N -14.21259 14.28447 27.71891  0.15
182 C -13.67644 13.20649 27.06701  -0.68
183 N -14.63992 12.51136 26.38479  0.15
184 O -12.53496 12.81494 27.25245  0.03
185 H -15.16824 14.56016 27.63030  0.08
186 H -13.54545 14.70744 28.34164  0.11
187 H -15.59306 12.81542 26.38684  0.09
188 H -14.42053 11.69745 25.84119  0.10
189 N -21.24402 17.00715 23.64512  0.16
190 C -20.41837 17.54757 24.60109  -0.63
191 N -19.49851 16.65761 25.07078  0.18
192 O -20.61404 18.67327 25.06129  0.02
193 H -21.24384 16.00727 23.50243  0.04
194 H -21.68321 17.68113 23.04597  0.10
195 H -19.36689 15.78871 24.60048  0.06
196 H -18.81122 17.05210 25.70470  0.08
197 N -20.00280 13.51500 21.93333  0.16
198 C -20.49978 13.31387 23.19769  -0.65
199 N -19.96008 12.22285 23.83519  0.16
200 O -21.35417 14.05555 23.67031  0.01
201 H -20.37643 14.27092 21.39133  0.11
202 H -19.52053 12.74435 21.50962  0.09
203 H -20.49961 11.96668 24.64591  0.11
204 H -19.31576 11.58652 23.41071  0.09
205 O -17.89440 14.61089 18.10672  -0.06
206 C -16.92162 15.36562 18.82179  -0.25
207 C -17.52533 16.73347 19.01043  -0.24
208 O -16.66257 17.61125 19.70419  -0.06
209 H -17.64146 13.68678 18.18072  0.08
210 H -16.83506 14.88734 19.81202  0.10
211 H -15.90855 15.32597 18.40674  0.11
212 H -18.47677 16.65944 19.54454  0.12
213 H -17.85019 17.05507 18.01178  0.13
214 H -17.14009 18.15596 20.33422  0.10
215 O -14.88093 11.51027 15.86038  -0.07
216 C -14.10008 12.69835 15.80617  -0.22
217 C -13.67573 13.09830 17.24844  -0.22
218 O -12.26205 13.18376 17.41772  -0.08
219 H -15.80360 11.76113 15.92543  0.08
220 H -13.34296 12.77277 15.02406  0.12
221 H -14.75686 13.51219 15.46703  0.11
222 H -14.06726 12.34991 17.94010  0.11
223 H -14.15192 14.06716 17.38509  0.09
224 H -11.89963 12.31143 17.23299  0.09

Forces on atoms 1 to 2 (eV/Å):
C -0.5 -0.3 0.0
C -0.2 0.4 0.3

## Properties
charge = 0
structure (SMILES) = CC1(C)CCCC(C)(C)N1O.CC1(C)CCCC(C)(C)N1O.CC1(C)CCCC(C)(C)N1O.CC1(C)CCCC(C)(C)N1O.CC1(C)CCCC(C)(C)N1O.CC1(C)CCCC(C)(C)N1O.NC(N)=O.NC(N)=O.NC(N)=O.OCCO.OCCO
frontier orbital gap = 7.66 eV
calculated total energy = -4041.95224 a.u.

=====

No. 3
This record from the Open Molecules 2025 dataset describes a molecular structure, C30H42CrGeN2O5. The level of theory is ωB97M-V/def2-TZVPD.

Each line ends with the Mulliken spin population.
Atoms and positions in Å:
1 Cr 0.58522 -1.56303 0.20066  3.87
2 C 0.81270 -4.04470 1.69258  -0.02
3 C -0.13577 -4.25026 0.69865  0.03
4 C -1.26667 -3.43435 0.63821  0.02
5 C -1.45132 -2.42250 1.58203  0.09
6 C -0.50896 -2.24173 2.60193  -0.06
7 C 0.62569 -3.04182 2.64918  0.07
8 H 1.69341 -4.67197 1.73660  0.00
9 H 0.00228 -5.03816 -0.02981  0.00
10 H -2.01271 -3.59962 -0.12869  0.00
11 H -2.35284 -1.82467 1.56361  0.01
12 H -0.66179 -1.47245 3.34732  0.00
13 H 1.35449 -2.90228 3.43710  0.00
14 C 1.72066 1.46435 6.19004  0.00
15 O 2.90377 0.80728 5.72486  0.00
16 C 2.95552 0.35547 4.48389  0.00
17 C 4.16855 -0.25053 4.10268  0.00
18 C 4.31306 -0.73168 2.83482  0.00
19 C 3.26568 -0.67074 1.88395  0.03
20 C 3.46728 -1.21167 0.55972  0.02
21 C 4.83906 -1.50608 0.04629  0.00
22 O 2.51215 -1.50356 -0.20729  -0.05
23 C 2.06201 -0.05910 2.29172  0.04
24 O 1.02261 0.08861 1.40854  -0.17
25 C 1.90250 0.45082 3.56535  0.01
26 H 1.92917 1.75025 7.21463  0.00
27 H 0.86903 0.78299 6.16587  0.00
28 H 1.51894 2.35564 5.59448  0.00
29 H 4.96575 -0.31046 4.82987  0.00
30 H 5.25095 -1.19403 2.56006  0.00
31 H 5.57657 -0.77817 0.37288  0.00
32 H 4.80847 -1.55105 -1.03920  0.00
33 H 5.14675 -2.49104 0.41107  0.00
34 H 0.96679 0.92445 3.82559  0.00
35 C -3.93941 0.38464 0.03316  0.00
36 C -2.77722 1.36406 0.11957  -0.04
37 C -2.10162 1.36313 1.48732  0.03
38 C -0.94397 2.35509 1.61352  -0.01
39 Ge 0.69706 1.86381 0.69563  0.01
40 C 0.80869 1.50631 -1.21675  0.15
41 C 1.01369 2.79944 -2.01784  0.01
42 C -0.08270 3.83300 -1.79020  0.00
43 C 0.07802 5.05376 -2.68578  0.00
44 H -4.45992 0.47308 -0.91914  0.00
45 H -4.66466 0.57257 0.82598  0.00
46 H -3.60633 -0.65380 0.13623  0.00
47 H -3.13338 2.37406 -0.10001  0.00
48 H -2.03912 1.14171 -0.66110  0.03
49 H -1.75253 0.35415 1.73393  0.01
50 H -2.85386 1.60540 2.24230  0.00
51 H -0.66398 2.49990 2.65964  0.00
52 H -1.24366 3.33913 1.24257  0.00
53 H 1.93700 2.59587 1.21578  0.00
54 H -0.09201 0.99320 -1.56112  -0.05
55 H 1.65402 0.82863 -1.36762  0.00
56 H 1.06131 2.54980 -3.08094  0.00
57 H 1.98523 3.23466 -1.76633  0.00
58 H -0.07449 4.15902 -0.73988  0.00
59 H -1.06229 3.37090 -1.95791  0.00
60 H 1.03924 5.54018 -2.51479  0.00
61 H -0.70522 5.78718 -2.50072  0.00
62 H 0.02954 4.77100 -3.73819  0.00
63 O -4.55486 1.65304 -3.35109  0.00
64 C -4.46601 0.44832 -4.07606  0.00
65 N -3.25656 -0.17175 -3.56309  0.00
66 C -2.74810 -1.27888 -4.14568  0.00
67 O -3.28367 -1.86908 -5.05849  0.00
68 C -1.44008 -1.77754 -3.58687  0.00
69 C -0.60042 -2.51430 -4.41678  0.01
70 C 0.59686 -2.99081 -3.91302  0.00
71 C 0.91498 -2.73517 -2.59156  0.05
72 N 0.09476 -2.05876 -1.77654  -0.10
73 C -1.06236 -1.59130 -2.27337  -0.01
74 H -5.27685 2.18382 -3.70248  0.00
75 H -4.37310 0.61289 -5.15266  0.00
76 H -5.31951 -0.20826 -3.88989  0.00
77 H -2.68215 0.43107 -2.99546  0.00
78 H -0.91046 -2.70269 -5.43686  0.00
79 H 1.28074 -3.55650 -4.52933  0.00
80 H 1.84825 -3.07338 -2.16055  0.00
81 H -1.71786 -1.07482 -1.57671  0.02

Forces on atoms 1 to 2 (eV/Å):
Cr 0.0 0.0 0.1
C 0.0 0.0 0.0

## Properties
charge = +2
spin multiplicity = 5
frontier orbital gap (spin up / spin down) = 8.44 / 8.39 eV
calculated total energy = -4775.01864 a.u.

=====

Listing strongest force on any atom for the structures above in their given order: 3.8; 3.0; 0.2 eV/A.